Below is a 3-piece molecular cluster, C2H6NO5 overall in a non-equilibrium geometry, with properties calculated with wB97M-V/def2-TZVPD.

Computed properties:
**E**: -13902.7028 eV
**Energy above the lowest of the compared OMol25 structures with the same formula, charge and spin**: 0.00 kJ/mol
**HOMO**: -5.894 eV
**Total charge**: -1
**Frontier orbital gap**: 0.3617 Ha

Each line ends with the Löwdin charge.
Element x y z (Å)
C: -1.66 0.71 0.84  -0.56
C: 1.22 0.03 -1.42  -0.71
N: 0.12 0.72 -1.83  0.16
O: 0.61 -1.96 2.18  -0.09
O: -0.53 0.41 1.26  -0.09
O: -1.99 1.21 -0.23  -0.07
O: 1.59 0.16 -0.16  0.06
O: 1.86 -0.65 -2.21  0.00
H: -2.49 0.59 1.61  0.12
H: 1.15 -2.03 1.39  0.01
H: -0.60 1.03 -1.17  0.03
H: -0.23 0.47 -2.74  0.10
H: 0.79 0.40 0.41  0.05
H: 0.16 -1.10 2.06  -0.01